[1]
# C2H7N4S

The ion C2H7N4S with charge +1 at a distorted geometry (ωB97M-V/def2-TZVPD, the OMol25 dataset).

ORCA input file:
```
! RIJCOSX wB97M-V def2-TZVPD def2/J DEFGRID3
* xyz 1 1
N -2.20 -0.90 -0.16
N -0.93 -0.52 -0.20
C -0.35 0.44 -0.82
C 1.41 0.33 -0.72
N 1.77 1.35 0.35
S 1.52 -1.29 -0.03
N -0.10 -1.20 0.71
H -2.78 -0.14 -0.34
H -2.58 -1.74 0.27
H -0.76 1.04 -1.66
H 1.22 2.15 0.08
H 2.75 1.52 0.12
H 1.58 1.03 1.40
H -0.56 -2.07 0.99
*
```

Properties
* energy: -697.16005 Ha
* highest occupied orbital energy: -12.2 eV
* energy above the lowest of the compared OMol25 structures with the same formula, charge and spin: 488.23 kJ/mol
* SMILES: NN1C=C([NH3+])SN1


[2]
# C25H41Cl3N3O3PtSi

A structure of composition C25H41Cl3N3O3PtSi at a distorted geometry (ωB97M-V/def2-TZVPD, the OMol25 dataset).

ORCA input file:
```
! RIJCOSX wB97M-V def2-TZVPD def2/J DEFGRID3
* xyz -1 3
C -1.72 1.97 -4.08
C -0.64 1.11 -3.45
H -1.37 2.32 -5.06
H -1.94 2.88 -3.49
H -2.64 1.38 -4.26
C 0.42 0.71 -4.19
C 0.64 1.17 -5.61
H 1.17 -0.04 -3.84
H 0.79 2.26 -5.74
H -0.12 0.82 -6.35
H 1.56 0.68 -5.95
Pt -2.64 -1.92 2.14
Cl -4.24 -0.41 3.00
Cl -2.73 1.45 0.93
C -0.60 -3.85 1.27
O -0.82 -2.63 1.58
N 0.67 -4.25 1.28
C 1.70 -3.19 1.49
C 1.03 -5.60 0.82
H -1.42 -4.54 1.02
H 1.33 -2.44 2.21
H 1.89 -2.69 0.54
H 2.64 -3.66 1.81
H 0.23 -6.30 1.07
H 1.97 -5.93 1.28
H 1.18 -5.63 -0.27
H 1.65 3.29 -0.82
H 3.89 1.14 -2.04
C 2.48 2.86 -0.23
C 3.82 0.93 -0.96
N 2.54 1.41 -0.41
H 2.34 3.09 0.84
C 1.99 0.61 0.59
O 1.24 1.02 1.48
H 3.94 -0.14 -0.79
H 2.28 -0.46 0.52
H 3.44 3.24 -0.61
H 4.64 1.48 -0.45
O -0.64 1.62 -0.95
C -0.96 0.68 -1.97
C 1.07 -0.86 -1.66
C -0.31 -0.73 -1.72
H 1.58 0.10 -1.59
C 1.74 -2.07 -1.86
H -2.05 0.48 -1.93
C -1.05 -1.92 -1.70
H 2.83 -2.12 -1.87
C 1.00 -3.25 -1.97
C -0.38 -3.15 -1.76
H -2.14 -1.88 -1.69
H 1.52 -4.20 -2.16
H -0.93 -4.10 -1.77
Si -1.53 2.98 0.02
Cl -3.71 -2.69 0.35
C -0.41 3.53 1.47
C -3.17 4.16 0.45
C -0.96 4.00 -1.53
H 0.16 2.68 1.88
H -0.95 3.98 2.32
H 0.26 4.32 1.10
H -0.48 3.21 -2.11
H -0.20 4.80 -1.23
H -1.79 4.46 -2.09
H -3.39 4.16 1.54
H -4.12 3.81 -0.01
H -3.12 5.23 0.19
C -0.21 -0.61 6.22
C -1.13 -1.66 6.15
C -1.80 -1.85 4.95
N -1.43 -1.25 3.80
C -0.54 -0.21 3.84
C 0.09 0.09 5.05
H 0.25 -0.33 7.15
H -1.48 -2.26 6.98
H -2.71 -2.46 4.91
H -0.41 0.34 2.91
H 0.90 0.82 5.05
*
```

Properties
* energy: -3156.56531 Ha
* highest occupied orbital energy (alpha / beta): -3.4 / -4.3 eV
* energy above the lowest of the compared OMol25 structures with the same formula, charge and spin: 316.93 kJ/mol


[3]
# C6H15N4

The ion C6H15N4 with charge +1 at a distorted geometry (ωB97M-V/def2-TZVPD, the OMol25 dataset).

ORCA input file:
```
! RIJCOSX wB97M-V def2-TZVPD def2/J DEFGRID3
* xyz 1 1
C -1.96 1.15 0.59
N -0.80 0.91 0.95
C 0.37 1.45 0.39
C 1.36 0.33 -0.18
C 0.57 -0.78 -1.02
C 0.09 -0.22 -2.38
N -0.50 -1.34 -0.29
C -0.35 -2.63 0.44
N 1.22 2.22 1.15
N 0.97 2.40 2.40
H -2.75 0.54 1.09
H -2.23 1.81 -0.34
H 0.12 2.01 -0.59
H 1.90 -0.20 0.58
H 2.02 0.99 -0.86
H 1.23 -1.58 -1.22
H 1.12 -0.09 -2.86
H -0.48 0.77 -2.26
H -0.44 -1.08 -2.98
H -1.35 -1.26 -0.76
H -0.82 -2.58 1.34
H -0.72 -3.51 -0.17
H 0.81 -2.67 0.39
H 0.04 2.29 2.84
H 1.69 3.05 2.95
*
```

Properties
* energy: -456.21714 Ha
* highest occupied orbital energy (alpha / beta): -11.6 / -11.6 eV
* energy above the lowest of the compared OMol25 structures with the same formula, charge and spin: 469.70 kJ/mol
* SMILES: C=N[C@H](C[C@H](C)NC)N=[NH2+]


[4]
# C19H19ClN2O3

An isolated molecule of C19H19ClN2O3 at a distorted geometry (ωB97M-V/def2-TZVPD, the OMol25 dataset).

ORCA input file:
```
! RIJCOSX wB97M-V def2-TZVPD def2/J DEFGRID3
* xyz 0 1
O 0.96 -1.82 2.97
C 0.10 -2.25 2.24
O -1.23 -2.31 2.55
C -1.89 -2.59 1.43
C -3.21 -2.68 1.10
C -3.69 -3.05 -0.12
C -2.77 -3.34 -1.16
Cl -3.37 -4.01 -2.60
C -1.42 -3.25 -0.92
C -0.98 -2.84 0.35
N 0.24 -2.69 0.93
C 1.43 -2.31 0.16
N 1.49 -0.96 -0.27
C 0.44 -0.35 -1.12
C 1.14 0.77 -1.95
C 1.74 1.83 -0.98
O 2.52 2.90 -1.61
C 0.58 2.48 -0.19
C 0.71 2.83 1.10
C -0.27 3.55 1.74
C -1.47 3.90 1.08
C -1.65 3.56 -0.21
C -0.58 2.94 -0.89
C 2.84 1.08 -0.12
C 2.28 -0.10 0.63
H -3.83 -2.67 2.01
H -4.77 -3.20 -0.36
H -0.75 -3.38 -1.77
H 2.33 -2.58 0.69
H 1.41 -2.85 -0.79
H -0.43 -0.05 -0.56
H 0.08 -1.04 -1.85
H 0.46 1.04 -2.81
H 1.97 0.30 -2.47
H 1.86 3.54 -2.00
H 1.52 2.55 1.76
H -0.17 3.85 2.80
H -2.30 4.39 1.61
H -2.47 3.85 -0.70
H -0.67 2.80 -2.00
H 3.72 0.86 -0.76
H 3.17 1.78 0.71
H 3.18 -0.68 0.76
H 1.79 0.20 1.58
*
```

Properties
* energy: -1530.81172 Ha
* highest occupied orbital energy: -8.3 eV
* energy above the lowest of the compared OMol25 structures with the same formula, charge and spin: 286.03 kJ/mol
* SMILES: O=c1oc2ccc(Cl)cc2n1CN1CCC(O)(c2ccccc2)CC1


Question: Which of these has the highest energy above the lowest of the compared OMol25 structures with the same formula, charge and spin?
Answer: C2H7N4S


Question: Among the records above, which one has the highest energy?
Answer: C6H15N4


Question: Which of these has the highest energy above the lowest of the compared OMol25 structures with the same formula, charge and spin?
Answer: C2H7N4S